#P
20
Properties=species:S:1:pos:R:3:nbo_charge:R:1 method="wB97M-V/def2-TZVPD" smiles=CCC.CSC total_charge=0 multiplicity=1 lumo_ev=1.031 e_homo_ev=-8.5
C 1.986 2.011 1.214 -0.406
C 1.923 2.618 2.608 -0.610
C 2.081 0.510 1.187 -0.639
H 0.985 2.147 0.745 0.190
H 2.700 2.534 0.489 0.205
H 2.110 3.697 2.723 0.216
H 1.641 -0.004 1.985 0.206
H 1.924 -0.140 0.336 0.226
H 3.074 0.177 1.221 0.206
H 0.958 2.587 2.910 0.202
H 2.437 1.981 3.418 0.202
C -1.745 0.114 -0.611 -0.677
C -1.587 -2.050 -2.628 -0.707
S -1.338 -1.694 -0.852 0.117
H -2.701 0.111 -0.207 0.211
H -0.999 0.485 0.009 0.220
H -1.817 0.584 -1.507 0.210
H -2.540 -2.086 -2.796 0.191
H -1.137 -2.931 -3.002 0.229
H -1.176 -1.259 -3.302 0.208



#Q
20
Properties=species:S:1:pos:R:3:nbo_charge:R:1 method="wB97M-V/def2-TZVPD" smiles=CCC.CSC total_charge=0 multiplicity=1 lumo_ev=1.050 e_homo_ev=-8.5
C -1.477 0.619 1.610 -0.398
C -2.863 1.228 1.399 -0.610
C -1.297 -0.749 0.945 -0.608
H -0.732 1.303 1.200 0.189
H -1.240 0.576 2.681 0.198
H -2.844 2.319 1.405 0.208
H -1.755 -0.726 -0.035 0.200
H -0.230 -0.992 0.934 0.210
H -1.709 -1.522 1.588 0.206
H -3.281 0.932 0.438 0.198
H -3.605 0.904 2.141 0.204
C 1.129 0.254 -1.481 -0.729
C 3.484 -1.163 -1.708 -0.758
S 1.724 -1.397 -1.966 0.176
H 1.486 0.974 -2.212 0.212
H 0.048 0.204 -1.444 0.229
H 1.537 0.502 -0.505 0.211
H 4.051 -1.631 -2.510 0.228
H 3.829 -1.540 -0.747 0.214
H 3.745 -0.094 -1.735 0.218



If we sort the structures by their calculated energies, the order from most to least stable is #Q, #P.



#P
23
Properties=species:S:1:pos:R:3:nbo_charge:R:1 method="wB97M-V/def2-TZVPD" smiles=NCCNCCN.O total_charge=0 multiplicity=1 lumo_ev=0.631 e_homo_ev=-8.2
N 0.556 -0.765 2.149 -0.833
C -0.002 -1.421 0.946 -0.221
C 0.015 -0.661 -0.493 -0.225
N -1.322 -0.068 -0.784 -0.653
C -1.249 1.412 -0.966 -0.200
C -2.121 2.084 0.243 -0.229
N -2.390 3.536 0.009 -0.879
H 1.624 -0.660 2.196 0.350
H 0.502 -1.670 2.861 0.343
H -1.123 -1.638 1.392 0.176
H 0.419 -2.439 0.739 0.164
H 0.772 0.136 -0.475 0.183
H 0.487 -1.369 -1.163 0.186
H -2.049 -0.459 -0.200 0.373
H -0.212 1.688 -0.944 0.179
H -1.673 1.687 -1.873 0.176
H -3.104 1.633 0.016 0.180
H -1.672 1.737 1.222 0.214
H -2.082 4.338 0.583 0.365
H -2.144 3.959 -0.774 0.350
H 5.708 -3.040 -0.468 0.461
H 5.167 -4.309 -0.926 0.462
O 5.202 -3.374 -1.273 -0.923



#Q
23
Properties=species:S:1:pos:R:3:nbo_charge:R:1 method="wB97M-V/def2-TZVPD" smiles=CNCCNCN.O total_charge=0 multiplicity=1 lumo_ev=0.992 e_homo_ev=-8.8
C -0.649 1.007 0.716 -0.245
N -0.704 1.742 -0.607 -0.646
C -1.745 1.136 -1.532 -0.055
N -1.291 -0.072 -2.272 -0.889
C 0.686 0.452 1.162 -0.246
N 1.283 -0.607 0.406 -0.633
C 2.692 -0.979 0.938 -0.412
H -1.480 0.234 0.549 0.205
H -0.931 1.754 1.401 0.199
H 0.209 1.660 -1.104 0.344
H -2.568 0.724 -0.872 0.183
H -2.039 1.937 -2.255 0.183
H -1.926 -0.772 -2.009 0.367
H -1.148 -0.108 -3.286 0.373
H 1.379 1.308 1.217 0.166
H 0.509 0.093 2.221 0.196
H 1.560 -0.200 -0.495 0.353
H 3.253 -0.063 1.022 0.175
H 2.594 -1.377 1.979 0.195
H 3.172 -1.694 0.297 0.209
H -1.139 -2.438 1.517 0.462
H -0.465 -1.581 0.373 0.502
O -1.251 -2.158 0.635 -0.986



#R
23
Properties=species:S:1:pos:R:3:nbo_charge:R:1 method="wB97M-V/def2-TZVPD" smiles=C[C@@H](N)CNCN.O total_charge=0 multiplicity=1 lumo_ev=0.516 e_homo_ev=-8.4
C -0.228 -0.757 0.510 -0.221
N 1.114 -0.784 -0.095 -0.642
C 1.080 -1.421 -1.412 -0.066
N 0.439 -0.666 -2.475 -0.848
C -0.133 -0.129 1.901 -0.063
C 0.029 1.399 1.780 -0.629
N -1.321 -0.471 2.681 -0.858
H -0.581 -1.772 0.615 0.205
H -0.940 -0.240 -0.140 0.146
H 1.481 0.157 -0.176 0.348
H 0.616 -2.405 -1.395 0.180
H 2.116 -1.672 -1.657 0.181
H -0.559 -0.581 -2.410 0.354
H 0.829 0.260 -2.496 0.365
H 0.735 -0.564 2.381 0.205
H 0.773 1.856 2.425 0.215
H 0.359 1.609 0.752 0.195
H -0.887 1.989 1.842 0.204
H -2.119 0.128 2.555 0.358
H -1.138 -0.659 3.653 0.369
H -0.570 2.822 -2.802 0.480
H -1.348 1.866 -1.835 0.477
O -0.580 1.953 -2.396 -0.954



If we sort the structures by their calculated energies, the order from most to least stable is #R, #Q, #P.



#P
82
Properties=species:S:1:pos:R:3:lowdin_charge:R:1 method="wB97M-V/def2-TZVPD" total_charge=-1 multiplicity=2 lumo_ev="2.102 / 1.658" e_homo_ev="-4.3 / -4.8"
Tl -0.489 0.015 -0.694 0.600
Br -3.231 -2.536 -0.591 0.558
C -1.762 -3.388 0.331 -1.048
Br -0.274 -3.772 -0.830 0.574
H -2.125 -4.327 0.719 -0.007
H -1.412 -2.702 1.096 -0.040
C 2.678 -0.608 -3.362 -0.228
Si 3.643 -1.138 -1.853 0.272
C 5.467 -0.806 -2.157 -0.224
C 3.475 -2.997 -1.652 -0.224
Ge 2.853 0.040 0.063 0.687
Si 3.585 -1.138 1.990 0.299
C 3.535 -0.019 3.495 -0.207
C 2.506 -2.638 2.308 -0.213
C 5.352 -1.743 1.788 -0.223
Si 3.921 2.162 0.071 0.295
C 5.703 1.962 0.643 -0.222
C 3.046 3.290 1.275 -0.204
C 3.966 2.922 -1.632 -0.226
H 3.014 -1.139 -4.260 0.029
H 2.778 0.468 -3.531 0.025
H 1.612 -0.812 -3.221 0.010
H 5.798 -1.382 -3.028 0.028
H 6.075 -1.106 -1.297 0.017
H 5.657 0.251 -2.351 0.009
H 4.099 -3.515 -2.389 0.030
H 2.440 -3.311 -1.799 -0.024
H 3.781 -3.327 -0.655 0.006
H 2.662 0.640 3.468 0.007
H 4.428 0.612 3.541 0.021
H 3.484 -0.611 4.415 0.032
H 1.447 -2.366 2.255 0.005
H 2.713 -3.063 3.297 0.030
H 2.681 -3.414 1.555 0.016
H 6.038 -0.916 1.582 0.012
H 5.440 -2.466 0.970 0.014
H 5.673 -2.234 2.714 0.029
H 5.758 1.681 1.699 0.013
H 6.228 2.915 0.512 0.028
H 6.233 1.201 0.061 0.011
H 3.167 2.917 2.297 0.029
H 1.972 3.313 1.059 0.003
H 3.440 4.311 1.224 0.028
H 4.622 2.347 -2.290 0.012
H 4.351 3.947 -1.581 0.026
H 2.968 2.958 -2.085 -0.020
I -6.481 2.679 1.610 0.799
C -4.537 2.356 1.020 -0.792
C -3.596 3.317 0.713 -0.156
N -2.478 2.654 0.386 0.003
N -2.629 1.324 0.466 -0.014
C -3.883 1.125 0.845 -0.212
H -3.654 4.392 0.695 0.115
H -1.595 3.060 0.106 0.018
H -4.265 0.127 0.986 0.084
C 2.757 6.738 -0.668 -0.039
C 1.658 5.768 -0.332 -0.371
C 0.986 5.844 0.887 -0.055
C 0.018 4.886 1.099 -0.144
N -0.272 3.931 0.222 -0.003
C 0.425 3.914 -0.946 -0.832
S 0.161 2.619 -2.046 0.456
N 1.386 4.838 -1.231 0.094
H 2.485 7.759 -0.394 0.073
H 2.977 6.684 -1.732 0.076
H 3.662 6.477 -0.114 0.073
H 1.213 6.604 1.623 0.104
H -0.557 4.870 2.022 0.114
Br 0.159 1.177 8.364 0.692
C 0.089 0.843 6.493 -0.695
C 0.196 1.908 5.614 -0.121
C 0.157 1.652 4.250 -0.018
C -0.005 0.356 3.778 -0.139
C -0.120 -0.693 4.679 -0.015
C -0.063 -0.459 6.047 -0.126
C -0.028 0.097 2.288 -0.689
O -0.501 -0.994 1.893 -0.145
O 0.451 1.003 1.557 -0.196
H 0.317 2.915 5.989 0.096
H 0.269 2.452 3.530 0.113
H -0.250 -1.697 4.295 0.117
H -0.139 -1.272 6.756 0.095



#Q
82
Properties=species:S:1:pos:R:3:lowdin_charge:R:1 method="wB97M-V/def2-TZVPD" total_charge=-1 multiplicity=2 lumo_ev="2.001 / 1.997" e_homo_ev="-4.7 / -4.7"
Tl -0.170 2.844 -1.879 0.659
Br -0.273 -0.290 -1.453 0.094
C -0.549 0.522 -5.059 -0.494
Br 1.005 1.541 -4.928 0.576
H -1.465 1.074 -4.863 -0.034
H -0.442 -0.524 -4.804 -0.028
C 4.815 -2.049 -1.163 -0.234
Si 3.318 -1.124 -1.856 0.287
C 2.976 -1.819 -3.571 -0.227
C 3.809 0.680 -2.052 -0.224
Ge 1.626 -1.346 -0.162 0.485
Si 1.769 -0.305 2.348 0.189
C 2.272 -1.908 3.288 -0.224
C 3.567 0.227 1.950 -0.271
C -0.121 -0.642 2.329 -0.274
Si 0.668 -3.527 -0.551 0.274
C 1.752 -4.846 0.261 -0.237
C 0.475 -3.988 -2.367 -0.234
C -1.039 -3.656 0.231 -0.241
H 5.693 -1.953 -1.816 0.026
H 4.594 -3.117 -1.048 0.013
H 5.084 -1.656 -0.176 0.008
H 3.680 -1.402 -4.301 0.028
H 1.962 -1.569 -3.905 0.003
H 3.077 -2.909 -3.580 0.012
H 4.613 0.795 -2.789 0.030
H 4.150 1.096 -1.099 0.015
H 2.955 1.278 -2.391 -0.012
H 2.516 -2.656 2.519 0.004
H 1.469 -2.332 3.904 0.022
H 3.173 -1.800 3.905 0.015
H 4.156 -0.669 1.709 0.009
H 4.029 0.702 2.831 0.030
H 3.642 0.921 1.115 -0.023
H -0.277 -1.708 2.128 -0.004
H -0.655 -0.081 1.558 -0.027
H -0.579 -0.408 3.303 0.036
H 2.752 -4.868 -0.189 0.013
H 1.310 -5.845 0.153 0.025
H 1.873 -4.644 1.331 0.009
H 1.441 -4.215 -2.828 0.009
H 0.031 -3.150 -2.919 0.006
H -0.180 -4.859 -2.486 0.025
H -0.967 -3.742 1.321 0.018
H -1.578 -4.533 -0.147 0.024
H -1.635 -2.764 0.002 0.007
I -4.359 3.694 3.536 0.805
C -3.603 3.799 1.617 -0.772
C -3.992 4.661 0.619 -0.149
N -3.190 4.406 -0.430 0.009
N -2.329 3.401 -0.182 -0.023
C -2.567 3.026 1.066 -0.199
H -4.756 5.423 0.595 0.117
H -3.353 4.673 -1.398 0.111
H -1.981 2.244 1.527 0.089
C 1.998 0.018 5.816 -0.020
C 1.518 1.206 5.039 -0.287
C 1.102 2.351 5.683 -0.034
C 0.650 3.405 4.894 -0.134
N 0.635 3.379 3.575 0.068
C 1.078 2.251 2.970 -0.775
S 1.141 2.079 1.290 0.603
N 1.490 1.147 3.693 -0.025
H 2.059 0.264 6.874 0.078
H 2.980 -0.295 5.464 0.076
H 1.320 -0.826 5.681 0.083
H 1.117 2.415 6.763 0.100
H 0.282 4.318 5.357 0.107
Br -7.194 -1.542 -2.383 0.691
C -5.989 -0.106 -2.717 -0.691
C -6.499 1.133 -3.070 -0.130
C -5.616 2.183 -3.284 -0.020
C -4.245 1.994 -3.170 -0.126
C -3.760 0.736 -2.829 -0.022
C -4.628 -0.323 -2.592 -0.115
C -3.294 3.169 -3.330 -0.641
O -3.785 4.312 -3.227 -0.034
O -2.066 2.896 -3.496 -0.260
H -7.567 1.274 -3.166 0.093
H -5.983 3.170 -3.537 0.115
H -2.691 0.588 -2.737 0.047
H -4.246 -1.298 -2.314 0.101



If we sort the structures by their calculated energies, the order from most to least stable is #P, #Q.



#P
18
Properties=species:S:1:pos:R:3:nbo_charge:R:1 method="wB97M-V/def2-TZVPD" total_charge=0 multiplicity=1 lumo_ev="0.704 / 0.704" e_homo_ev="-7.9 / -7.9"
C -0.239 -1.463 -0.769 -0.038
C 0.930 2.104 1.837 0.311
C 0.320 -1.391 -2.107 -0.673
C -1.194 -0.645 1.214 -0.443
N -0.395 0.900 -0.371 -0.653
N -0.546 -0.382 -0.089 -0.056
O 1.012 1.625 2.950 -0.537
S 2.245 2.191 0.578 -0.087
H -0.584 -2.365 -0.313 0.197
H 0.130 2.590 1.356 0.148
H 1.293 -1.002 -2.024 0.233
H -0.162 -0.580 -2.695 0.214
H 0.302 -2.417 -2.576 0.240
H -0.483 -1.195 1.923 0.225
H -1.701 0.236 1.737 0.245
H -2.011 -1.324 1.210 0.216
H -0.262 0.808 -1.437 0.303
H 1.347 2.311 -0.424 0.154



#Q
18
Properties=species:S:1:pos:R:3:nbo_charge:R:1 method="wB97M-V/def2-TZVPD" total_charge=0 multiplicity=1 lumo_ev=0.310 e_homo_ev=-7.4
O 0.782 0.932 -1.992 -0.753
C 0.669 0.313 -0.892 0.573
N -0.094 -0.906 -0.858 -0.668
C -0.449 -1.662 0.344 -0.228
C -1.981 -1.489 0.524 -0.495
S -2.504 0.287 0.864 -0.092
C 1.102 0.861 0.352 -0.505
N 1.889 2.086 0.086 -0.710
H -0.425 -1.222 -1.870 0.403
H 0.147 -1.008 1.055 0.221
H -0.184 -2.680 0.281 0.199
H -2.505 -1.879 -0.350 0.203
H -2.433 -2.172 1.143 0.214
H -1.542 0.894 0.138 0.154
H 1.178 0.550 1.426 0.217
H 1.922 2.058 -1.007 0.468
H 2.860 1.973 0.371 0.399
H 1.570 3.063 0.383 0.399



#R
18
Properties=species:S:1:pos:R:3:nbo_charge:R:1 method="wB97M-V/def2-TZVPD" total_charge=0 multiplicity=1 lumo_ev=-0.049 e_homo_ev=-9.3
C 0.793 0.167 3.709 -0.745
C -1.289 -0.066 -1.648 -0.450
C -0.672 -0.159 -0.233 -0.255
C -0.090 0.372 -2.517 -0.244
N 0.764 0.116 -0.385 -0.470
N 0.924 0.863 -1.586 -0.457
O 0.659 -2.285 3.059 -0.913
S 1.363 -1.035 2.772 1.197
H 0.007 0.033 4.428 0.235
H 1.229 1.137 3.576 0.227
H -1.692 -1.021 -1.980 0.211
H -2.087 0.673 -1.679 0.206
H -1.092 0.607 0.426 0.185
H -0.826 -1.133 0.226 0.207
H 0.334 -0.488 -3.043 0.183
H -0.344 1.138 -3.246 0.203
H 1.269 -0.761 -0.519 0.342
H 0.749 1.841 -1.359 0.339



If we sort the structures by their calculated energies, the order from most to least stable is #Q, #R, #P.